{"formula": "C5H8O", "method": "ωB97M-V/def2-TZVPD", "spin_multiplicity": 1, "smiles": "O[C@@]12CC[C@@H]1C2", "mol_weight_da": 84.12, "lumo_energy_ev": 1.0, "relative_energy_kcal_mol": 55.67, "symbols": ["O", "C", "C", "C", "C", "C", "H", "H", "H", "H", "H", "H", "H", "H"], "xyz": [[0.4305, -2.1038, 0.2688], [0.0051, -0.7845, 0.1296], [-0.7055, 0.1918, 1.0915], [0.2914, 1.2763, 0.5601], [0.8135, 0.3033, -0.4974], [-0.3963, -0.2704, -1.2107], [0.8509, -2.3085, -0.5844], [-0.7266, 0.0070, 2.1660], [-1.7375, 0.3966, 0.7695], [1.0327, 1.4977, 1.3320], [-0.1248, 2.2095, 0.1628], [1.8102, 0.2713, -0.9275], [-0.3222, -1.0507, -1.9594], [-1.2547, 0.3941, -1.3143]]}


{"formula": "C46H130N10O17", "method": "ωB97M-V/def2-TZVPD", "spin_multiplicity": 1, "mol_weight_da": 1095.60, "lumo_energy_ev": 0.4, "symbols": ["C", "C", "C", "O", "C", "N", "H", "H", "H", "H", "H", "H", "H", "H", "H", "H", "H", "C", "C", "C", "O", "C", "N", "H", "H", "H", "H", "H", "H", "H", "H", "H", "H", "H", "C", "C", "C", "O", "C", "N", "H", "H", "H", "H", "H", "H", "H", "H", "H", "H", "H", "C", "C", "C", "O", "C", "N", "H", "H", "H", "H", "H", "H", "H", "H", "H", "H", "H", "C", "C", "C", "O", "C", "N", "H", "H", "H", "H", "H", "H", "H", "H", "H", "H", "H", "C", "C", "C", "O", "C", "N", "H", "H", "H", "H", "H", "H", "H", "H", "H", "H", "H", "C", "C", "C", "O", "C", "N", "H", "H", "H", "H", "H", "H", "H", "H", "H", "H", "H", "C", "C", "C", "O", "C", "N", "H", "H", "H", "H", "H", "H", "H", "H", "H", "H", "H", "C", "C", "C", "O", "C", "N", "H", "H", "H", "H", "H", "H", "H", "H", "H", "H", "H", "C", "C", "C", "O", "C", "N", "H", "H", "H", "H", "H", "H", "H", "H", "H", "H", "H", "C", "C", "O", "O", "H", "H", "H", "H", "H", "H", "C", "C", "O", "O", "H", "H", "H", "H", "H", "H", "C", "C", "O", "O", "H", "H", "H", "H", "H", "H", "O", "H", "H"], "xyz": [[1.4442, -3.4703, 3.8221], [0.2168, -3.7429, 4.6653], [0.5092, -4.9337, 5.5355], [0.7621, -6.0470, 4.7180], [0.9918, -7.2189, 5.5086], [0.0599, -2.5846, 5.5664], [1.2192, -2.6319, 3.1206], [1.6972, -4.3749, 3.2653], [2.3666, -3.2078, 4.4788], [-0.6651, -4.0581, 3.9931], [-0.3807, -5.1612, 6.1572], [1.3730, -4.7449, 6.1030], [1.7873, -7.0594, 6.2708], [1.2520, -8.0215, 4.8407], [0.0326, -7.4364, 6.0391], [-0.8078, -2.6383, 6.1049], [0.0125, -1.7781, 4.9333], [-2.8445, -1.7795, -6.4355], [-1.3979, -1.9222, -6.9272], [-0.6030, -2.7113, -5.9218], [-0.2101, -1.9111, -4.8286], [0.5855, -2.7481, -3.9453], [-1.4100, -2.5956, -8.2370], [-2.8360, -1.3745, -5.4291], [-3.3378, -2.7481, -6.4665], [-3.4975, -1.2145, -7.1581], [-0.9176, -0.9506, -6.9300], [0.2641, -3.1566, -6.3729], [-1.1296, -3.5810, -5.5119], [-0.0227, -3.6071, -3.6589], [0.7857, -2.0730, -3.1086], [1.5697, -3.1370, -4.3818], [-2.2890, -2.3615, -8.6726], [-0.6317, -2.3730, -8.8732], [-4.5596, -5.7536, 1.1256], [-3.8820, -4.6462, 0.3022], [-2.4564, -4.4546, 0.8839], [-1.8965, -3.2579, 0.3760], [-0.6470, -3.1581, 0.9552], [-3.8281, -4.9409, -1.0797], [-4.6734, -5.4346, 2.1291], [-4.0264, -6.7106, 1.0441], [-5.5495, -6.0318, 0.7887], [-4.4951, -3.7335, 0.4108], [-1.8489, -5.3151, 0.7583], [-2.5219, -4.2173, 1.9801], [-0.6940, -3.1084, 2.0346], [-0.1088, -2.2452, 0.6312], [-0.0242, -4.0496, 0.7482], [-3.3349, -4.2141, -1.5452], [-3.5121, -5.8160, -1.4239], [-2.9895, 4.6969, -2.8178], [-3.8418, 4.3114, -1.4920], [-4.6958, 3.0890, -1.7956], [-5.2693, 3.1631, -3.0923], [-6.3284, 2.1962, -3.3004], [-2.9396, 3.9863, -0.3995], [-3.6426, 4.9201, -3.6474], [-2.2154, 3.9619, -3.0470], [-2.3494, 5.6290, -2.6386], [-4.4624, 5.1446, -1.1820], [-5.4734, 2.9630, -1.0743], [-3.9685, 2.2284, -1.7606], [-7.0580, 2.3969, -2.5288], [-5.9178, 1.1662, -3.3100], [-6.7830, 2.3193, -4.2730], [-2.2837, 3.2930, -0.7550], [-3.3810, 3.5439, 0.4010], [-1.6422, 0.4704, -0.1844], [-0.2952, 1.3038, -0.0021], [1.0806, 0.5214, 0.0439], [1.0586, -0.2680, 1.2138], [2.3930, -0.7677, 1.4090], [-0.3887, 2.3917, -1.0277], [-1.6549, -0.2590, -0.9746], [-2.4141, 1.2207, -0.2393], [-1.7573, -0.0487, 0.7521], [-0.4717, 1.7818, 0.9470], [1.8243, 1.3214, 0.1075], [1.2027, -0.1185, -0.8850], [3.0663, 0.1002, 1.5080], [2.6537, -1.2877, 0.4603], [2.4771, -1.3535, 2.3150], [-0.3648, 2.0031, -1.9717], [0.5357, 2.8417, -0.9636], [5.5221, -2.9917, 5.1027], [5.5614, -1.4923, 5.4325], [5.9544, -0.8056, 4.1565], [5.1625, -1.1672, 3.0524], [5.9106, -0.9588, 1.8719], [4.2472, -1.0385, 5.8722], [6.5344, -3.3536, 4.7851], [4.7076, -3.2146, 4.3950], [5.3452, -3.5610, 5.9647], [6.2988, -1.3120, 6.2296], [6.9825, -0.9104, 3.9018], [5.7719, 0.2485, 4.2888], [6.6287, -1.7351, 1.6761], [6.4837, -0.0670, 1.9313], [5.2775, -0.8503, 0.9804], [3.4560, -1.6268, 5.6238], [4.0676, -0.0553, 5.8093], [5.3418, 3.0250, 1.2734], [5.1042, 4.2358, 0.3915], [6.2143, 4.5667, -0.5822], [5.9509, 5.7169, -1.2630], [6.3494, 5.7092, -2.6180], [3.9193, 4.0405, -0.5246], [6.1544, 3.2072, 1.9599], [5.6083, 2.1594, 0.6303], [4.4175, 2.7711, 1.7744], [5.0018, 5.1875, 1.0091], [6.1843, 3.7296, -1.2797], [7.2172, 4.5306, -0.1562], [5.8067, 6.5027, -3.0684], [6.1192, 4.7418, -3.0852], [7.4632, 5.8890, -2.6586], [3.8613, 4.9334, -1.0099], [3.0423, 4.0269, 0.0516], [1.3377, 6.2767, 0.4562], [0.0900, 5.4692, 0.5670], [0.1194, 4.5680, 1.7691], [1.3803, 3.8459, 1.6314], [1.8253, 3.2492, 2.8227], [-1.1391, 6.3311, 0.8714], [1.3462, 6.8815, 1.4288], [1.3118, 7.0572, -0.3025], [2.2182, 5.6874, 0.2981], [-0.1081, 4.7933, -0.3205], [-0.7083, 3.8538, 1.8812], [0.2060, 5.2562, 2.5760], [1.0095, 2.8801, 3.4778], [2.4812, 3.9508, 3.4113], [2.3406, 2.3168, 2.5470], [-1.9231, 5.6994, 0.6587], [-1.2918, 6.9899, 0.1023], [-4.9187, 3.2876, 4.7719], [-4.9955, 1.9334, 3.9842], [-4.6627, 2.1073, 2.5574], [-5.3337, 3.0981, 1.8184], [-6.7098, 2.8780, 1.5438], [-4.2212, 0.8903, 4.6258], [-5.7575, 3.9468, 4.4524], [-3.9543, 3.8287, 4.5120], [-4.7846, 3.1148, 5.8565], [-6.0254, 1.6166, 3.9638], [-4.9067, 1.1128, 2.1432], [-3.6388, 2.2719, 2.3215], [-6.7858, 2.1969, 0.7488], [-7.0744, 3.8881, 1.3205], [-7.3115, 2.6623, 2.4304], [-4.4275, -0.0003, 4.1418], [-3.2303, 1.0373, 4.4615], [1.9785, -5.6511, -2.3294], [2.7140, -4.5374, -1.5671], [3.1596, -4.8913, -0.1608], [3.8635, -3.8400, 0.4534], [4.2584, -4.1972, 1.7651], [3.9871, -4.2945, -2.3739], [2.0288, -5.4253, -3.4116], [0.9075, -5.5689, -2.2333], [2.3330, -6.6185, -2.1166], [2.0463, -3.6773, -1.5337], [3.8492, -5.7577, -0.2454], [2.2878, -5.1543, 0.4182], [5.2881, -3.8673, 2.0253], [4.2564, -5.2667, 1.8230], [3.6576, -3.8251, 2.6045], [4.5881, -3.6577, -1.8377], [3.7073, -3.8447, -3.2648], [-1.8247, 1.0152, -3.9479], [-2.3572, 1.8807, -5.0910], [-3.7660, 1.8796, -4.9826], [-0.4761, 0.9449, -3.9871], [-2.3375, 0.0547, -4.0409], [-2.1263, 1.4967, -3.0263], [-1.9016, 1.5538, -6.0138], [-1.9077, 2.9045, -4.9509], [-4.0499, 2.4326, -4.2702], [-0.2190, 0.2738, -4.5787], [2.7497, 4.0100, -4.0273], [2.5097, 2.9103, -2.9804], [3.7125, 2.3716, -2.5214], [3.0096, 5.2973, -3.3881], [1.8975, 4.1661, -4.6945], [3.6463, 3.6757, -4.6192], [1.9734, 2.1036, -3.4962], [1.8575, 3.2803, -2.1816], [4.0514, 2.9083, -1.7904], [2.1843, 5.7290, -3.1498], [-5.7010, -1.9946, -2.3337], [-4.5543, -1.0206, -2.2108], [-3.3151, -1.6899, -1.9555], [-5.8501, -2.8774, -1.1595], [-5.5565, -2.5938, -3.2635], [-6.6558, -1.4642, -2.4157], [-4.7749, -0.2191, -1.5053], [-4.3119, -0.5672, -3.1758], [-3.1741, -1.7520, -1.0103], [-5.3891, -3.6914, -1.2183], [-0.7982, -0.3624, 3.5010], [-0.1710, -0.2826, 2.7258], [-0.3042, 0.2225, 4.1185]]}


{"formula": "C27H38BN13O2S3Sr", "method": "ωB97M-V/def2-TZVPD", "spin_multiplicity": 1, "mol_weight_da": 771.32, "lumo_energy_ev": -1.5, "symbols": ["Sr", "C", "C", "C", "C", "C", "C", "N", "N", "B", "N", "C", "C", "C", "N", "C", "C", "C", "N", "C", "C", "C", "N", "C", "C", "C", "H", "H", "H", "H", "H", "H", "H", "H", "H", "H", "H", "H", "H", "H", "H", "H", "H", "H", "H", "H", "H", "H", "H", "H", "H", "H", "H", "H", "N", "N", "C", "N", "N", "N", "O", "O", "H", "H", "H", "H", "H", "S", "C", "S", "C", "N", "N", "C", "C", "C", "C", "C", "C", "S", "H", "H", "H", "H", "H"], "xyz": [[0.2617, -0.7488, -0.2762], [4.7035, 0.2383, -3.3896], [3.3208, -0.0951, -2.7393], [2.0715, 0.3111, -3.6248], [3.2886, -1.5069, -2.3347], [4.2772, -2.5390, -2.4267], [3.6973, -3.6714, -1.8981], [2.4264, -3.3783, -1.4708], [2.2329, -1.9640, -1.6474], [1.2146, -4.3146, -0.9613], [-0.0449, -3.9033, -1.7214], [-0.5777, -4.6924, -2.6733], [-1.4353, -3.9073, -3.4680], [-1.3726, -2.5996, -2.8843], [-0.6039, -2.6246, -1.8131], [-2.0958, -1.3766, -3.3508], [-2.8928, -0.8018, -2.1699], [-2.9187, -1.6835, -4.5926], [0.8360, -4.1353, 0.5442], [0.7690, -5.0358, 1.5268], [0.5509, -4.4001, 2.7433], [0.6325, -2.9676, 2.4154], [0.7474, -2.8185, 1.1246], [0.7612, -1.7647, 3.2937], [-0.5874, -0.9301, 3.1852], [1.1380, -2.1837, 4.7633], [4.7464, 1.2442, -3.7801], [4.8877, -0.4027, -4.3010], [5.5160, 0.0190, -2.7233], [3.2657, 0.4216, -1.7430], [1.6575, 1.3015, -3.3570], [1.2918, -0.4142, -3.3895], [2.2938, 0.1618, -4.7123], [5.2502, -2.3664, -2.9458], [3.8672, -4.7372, -1.9227], [1.5441, -5.4647, -1.1704], [-0.2836, -5.7062, -2.7668], [-2.0530, -4.1493, -4.3654], [-1.2801, -0.7460, -3.6674], [-3.4596, -1.6747, -1.7334], [-3.5295, 0.0389, -2.5098], [-2.1944, -0.3551, -1.3989], [-3.7990, -2.2505, -4.3195], [-2.3964, -2.2775, -5.3642], [-3.3730, -0.7945, -4.9851], [0.8225, -6.0707, 1.3600], [0.2077, -4.8342, 3.6990], [1.5799, -1.0663, 2.9688], [-0.9485, -0.9749, 2.1729], [-0.4496, 0.0453, 3.5965], [-1.2778, -1.4667, 3.8045], [0.6047, -3.0937, 5.1478], [0.9264, -1.2719, 5.3300], [2.1730, -2.4515, 4.8720], [-1.2220, 1.8627, -0.1171], [-0.3072, 2.9381, -0.2443], [0.8366, 2.8158, 0.5196], [1.6742, 3.8689, 0.6513], [1.2874, 1.5381, 0.6219], [2.5221, 1.2215, 1.0134], [3.3504, 2.0531, 1.3993], [2.7988, -0.0488, 0.9470], [-1.9137, 2.0718, -0.8751], [-1.7820, 1.8941, 0.7554], [-0.7329, 3.8398, -0.1625], [1.2805, 4.7692, 0.8590], [2.5062, 3.6030, 1.2073], [-4.2777, 3.9056, 5.3874], [-4.0109, 3.1043, 3.9970], [-4.5586, 1.5083, 3.8212], [-4.0822, 1.4378, 2.1182], [-3.2119, 2.4568, 1.9274], [-3.2400, 3.4271, 2.8926], [-2.5691, 4.6423, 2.6571], [-2.6698, 5.1126, 1.3317], [-1.9266, 6.2374, 0.9629], [-0.8964, 6.6285, 1.8230], [-0.9128, 6.2682, 3.1776], [-1.8248, 5.3060, 3.6369], [-4.4967, 0.0968, 1.0983], [-3.1603, 4.4481, 0.6111], [-2.1629, 6.7588, 0.0612], [-0.1146, 7.2743, 1.4336], [-0.1892, 6.6614, 3.8896], [-1.9846, 5.1286, 4.6479]]}